No. 1
DFT (ωB97M-V with the def2-TZVPD basis set) results for 5 unconnected molecules or ions with the total composition C32H52F17NO9S.

HOMO-LUMO gap: 9.0 eV
energy relative to the best compared isomer or geometry (same formula, charge and spin): 10.263 eV
SMILES: C#CN(CCC(F)(F)C(F)(F)C(F)(F)C(F)(F)C(F)(F)C(F)(F)C(F)(F)C(F)(F)F)C(=O)OCCCS(=O)(=O)O.CCOCC.CCOCC.CCOCC.CCOCC
lowest unoccupied orbital energy: -0.0178 hartree
molar mass: 949.8 g mol⁻¹
total energy: -4077.81321 Eh
E_HOMO: -0.3490 Ha

```
112
Properties=species:S:1:pos:R:3:forces:R:3:mulliken_charge:R:1
H -0.246469 4.078845 0.444322 -0.037 0.024 -0.058 0.020
C -0.738519 5.793314 -0.770753 -0.070 -0.031 -0.002 -0.564
F 1.653605 1.754169 -3.411541 0.113 -3.712 1.056 -0.286
H 2.568887 -10.674942 -4.248229 -0.119 0.038 -0.086 0.285
O -6.364201 1.367526 1.702594 -0.028 -1.790 -5.107 -0.611
F 3.082709 3.221661 -0.777484 2.089 -3.975 1.401 -0.237
H 1.332412 2.623496 1.892044 -0.062 0.015 -0.042 -0.001
H 6.013575 2.525480 2.989344 0.054 -0.002 -0.062 0.258
C 7.027447 3.154518 5.969891 0.141 0.062 -0.018 -1.261
H -3.690203 7.000052 -1.678560 0.220 -0.088 -0.094 0.354
H 0.032632 -9.050477 -4.871902 0.041 0.032 -0.082 0.294
H 0.093213 -6.341571 -3.900814 0.157 -0.028 -0.032 0.139
H -5.390670 -2.583446 -2.072898 -0.472 1.395 1.242 0.287
H 1.502647 5.793878 3.939204 -0.031 -0.089 0.032 0.431
H 0.138248 -10.433605 -3.803157 0.043 0.182 0.171 0.337
H 1.669365 -5.727397 -4.443780 -0.052 -0.063 0.042 0.345
H -7.820918 -2.005022 -1.662396 1.255 1.805 0.116 0.371
H 6.361430 3.600789 1.633537 -0.072 0.025 0.110 0.440
H 4.980441 3.570961 6.432897 -0.006 0.164 -0.208 0.401
N -3.910476 -4.394966 0.550031 0.301 0.457 2.361 0.121
H -6.958223 -0.430798 -2.375371 -0.424 -1.175 1.371 0.264
H -1.358273 3.727933 -0.897236 0.069 0.058 0.055 0.326
C 3.804680 0.856605 -1.472603 2.761 -0.865 -0.302 0.238
C -3.517109 -4.735609 1.952532 1.956 1.757 5.736 -0.099
H 7.073778 2.265888 6.605112 -0.026 0.081 -0.046 0.413
O -5.663620 -2.589391 0.020680 2.823 -1.443 -0.130 -0.351
H 4.729642 3.542424 2.338100 0.157 0.064 0.037 0.015
H -0.633617 1.285041 3.822637 0.118 0.121 0.174 0.327
F 1.446610 0.838085 -0.705438 2.270 -1.592 -2.776 -0.110
C 6.177205 4.626766 3.525426 -0.081 -0.113 -0.021 -0.552
C 3.883269 2.063992 -0.403080 1.978 2.759 1.503 0.798
H 2.528508 -9.296997 -5.345956 -0.058 -0.023 -0.069 0.271
H 1.624113 -10.756918 -5.754144 0.010 0.046 0.102 0.384
C -5.610650 -1.824707 -1.220308 -0.541 0.651 -1.455 -0.159
C 0.174845 -0.196562 -3.279627 -1.672 1.522 -2.330 0.442
H -2.718075 -5.896254 -0.463160 -0.438 2.149 0.189 0.348
F 5.271158 2.554360 -0.462553 -4.148 -1.596 0.192 -0.265
H 7.253192 4.627970 3.724673 0.042 -0.080 -0.017 0.332
H 2.342149 3.461967 3.648960 -0.002 0.058 -0.061 -0.115
O -7.747573 2.363463 -0.062892 3.099 -3.660 -0.743 -0.642
H -1.387884 -3.344381 0.819279 -0.114 -1.094 -1.657 0.361
H -0.804065 -5.070489 0.517918 -0.898 1.702 -0.971 0.462
C -0.062935 2.158625 3.496859 0.096 0.009 -0.029 -0.682
H 7.423354 4.006587 6.530750 -0.072 -0.091 -0.024 0.302
F 4.712208 -0.172887 -0.968053 -2.516 2.847 -1.294 -0.271
S -6.740751 1.237618 0.222364 -2.505 5.450 4.495 1.138
H 1.918736 -7.078825 -2.388047 -0.107 -0.235 -0.016 0.310
C -0.053541 -1.782522 -3.079013 -1.135 -1.797 -1.597 0.662
O -3.564618 -1.971819 0.780297 -3.383 -5.485 -1.666 -0.454
C 1.926566 -10.106162 -4.928760 0.145 0.011 0.023 -1.031
F -0.692560 -4.658125 -2.373799 1.156 2.278 2.591 -0.294
H 5.172767 2.558529 5.015121 0.066 -0.045 -0.017 0.228
H -3.113458 -4.419662 -1.504071 0.387 -0.289 2.143 0.329
H 0.122913 5.648908 -1.430386 -0.216 0.126 -0.082 0.294
C 5.595356 3.421935 5.539830 0.052 0.023 -0.028 -0.156
C -3.128974 -4.688059 3.218711 -1.964 0.065 -6.681 -0.300
H 2.768397 -7.846102 -3.715239 -0.009 0.024 -0.078 0.309
C -2.895168 7.600375 0.213466 0.107 0.082 0.050 -0.986
C -4.322615 -2.963582 0.453294 2.061 5.584 1.539 0.365
C 5.799795 3.509093 2.567230 -0.035 -0.049 0.047 -0.637
H -8.754044 -0.114501 -0.336502 2.237 0.206 0.324 0.398
O 1.023406 -8.763338 -3.073788 -0.065 -0.040 0.153 -0.434
C 2.341564 0.181675 -1.660274 -0.432 -0.913 2.521 0.639
H -3.876151 7.792039 0.657378 0.087 -0.020 -0.073 0.392
F 0.952049 -3.924444 -0.750631 -3.200 0.561 -2.127 -0.286
O -5.371159 1.462917 -0.756276 -2.374 -0.652 0.483 -0.477
C 1.770700 -7.583675 -3.347867 -0.056 0.008 -0.051 -0.385
C 0.745228 1.782777 2.266147 0.094 -0.014 -0.021 -0.509
H -3.465690 5.661065 -0.572638 0.003 -0.010 0.099 0.219
C -0.415617 -3.773766 -1.256996 -0.811 -0.753 1.740 0.606
H -2.234708 7.244387 1.006116 -0.086 -0.030 0.032 0.218
C -2.817922 -4.734498 -0.421062 0.929 -0.850 -0.986 -0.635
H -2.484036 8.545965 -0.155500 -0.093 -0.113 0.020 0.283
H 1.444515 0.972913 2.499965 -0.111 0.073 -0.024 0.350
O -1.780195 6.330849 -1.577073 0.041 0.015 -0.167 -0.449
C 1.696625 0.318174 -3.125227 0.665 2.119 -2.077 0.687
H 2.111857 3.851157 5.342334 -0.129 -0.204 -0.067 0.279
H 7.687748 2.991083 5.115776 -0.041 -0.091 0.035 0.282
F -1.009844 -2.179480 -4.115492 2.549 0.952 2.794 -0.321
H -5.733734 1.809509 -1.613151 0.338 -0.176 0.889 0.368
F 1.109332 -2.598651 -3.313174 -2.671 2.604 0.705 -0.282
H -2.757148 -4.593226 4.312566 -0.984 -0.515 -2.670 0.354
F 3.675477 1.658885 0.982283 0.218 1.263 -4.777 -0.220
H 5.950704 5.586039 3.052564 -0.087 -0.016 0.239 0.353
H 0.265906 4.846534 3.105506 0.077 0.033 -0.031 -0.023
O 5.450435 4.595510 4.748285 -0.112 0.136 0.048 -0.421
F -2.174327 -2.050931 -1.859946 3.751 -0.490 0.581 -0.252
F 2.520510 -0.237490 -4.189449 -2.347 1.123 3.424 -0.290
C -7.628273 -0.354122 -0.159209 -0.405 -1.565 -0.681 -0.592
H 0.085076 5.189428 4.824163 0.100 -0.021 -0.052 0.307
F 4.406634 1.333150 -2.688335 -2.043 -1.241 3.057 -0.270
F 2.460369 -1.184576 -1.183191 -0.675 3.563 -1.841 -0.309
C 1.069642 -6.630242 -4.299953 -0.153 -0.019 -0.105 -0.864
C -3.014476 6.595328 -0.920505 0.060 0.058 0.085 -0.227
H -4.802210 -1.003801 -1.247092 -1.155 -1.415 0.514 0.268
C -7.068913 -1.132104 -1.469490 0.563 -1.020 0.942 -0.757
H 0.082542 1.453844 1.460387 0.018 0.008 0.109 0.369
C -1.094027 4.462678 -0.130401 -0.119 -0.084 0.026 -0.523
O 0.739763 2.554888 4.602572 -0.003 -0.090 0.121 -0.460
F -0.775154 0.614647 -2.525145 2.995 -2.637 -1.724 -0.189
F -0.173938 0.074727 -4.677247 1.212 -0.617 3.681 -0.321
H -0.429881 6.524686 -0.016308 -0.029 -0.042 0.078 0.340
C -1.364296 -4.174146 0.019091 0.948 -1.038 -0.329 -0.868
C 0.704443 -9.583054 -4.191808 0.123 0.009 -0.005 -0.316
C 1.578352 3.687287 4.400937 -0.068 0.007 -0.002 0.237
H 0.901052 -7.080661 -5.280302 0.111 0.044 -0.002 0.374
H -7.600185 -1.017604 0.792150 0.419 1.243 -1.640 0.373
H -0.796639 2.936306 3.263642 0.011 0.044 -0.085 0.324
C 0.814459 4.950810 4.044145 -0.128 0.057 -0.031 -0.856
F -0.358693 -1.425370 -0.544161 -0.733 -1.654 -3.139 -0.255
C -0.731144 -2.217770 -1.679959 -0.999 -0.052 1.056 0.552
H -1.946724 4.548666 0.546279 0.085 0.002 0.054 0.282
```
Forces are in eV/Å.


No. 2
DFT (ωB97M-V with the def2-TZVPD basis set) results for a molecular structure, C27H45OSi4TeTl.

HOMO-LUMO gap (spin up / spin down): 6.0 / 4.9 eV
energy relative to the best compared isomer or geometry (same formula, charge and spin): 11.440 eV
lowest unoccupied orbital energy (spin up / spin down): -0.0155 / 0.0002 hartree
molar mass: 830.0 g mol⁻¹
total energy: -2728.96485 Eh
E_HOMO (spin up / spin down): -0.2353 / -0.1817 Ha

```
79
Properties=species:S:1:pos:R:3:forces:R:3:mulliken_charge:R:1
C -3.229472 0.031843 4.709039 -0.130 -0.019 0.081 -1.128
H 1.685445 0.523081 2.568344 -0.174 0.778 -0.991 0.235
H 0.743078 2.842289 -1.198411 0.276 -0.632 1.456 0.422
H -2.810255 5.478405 1.066688 0.148 0.082 0.001 0.320
H -2.122816 -1.079835 2.116251 -0.772 -1.645 -1.661 0.604
C 5.760110 -2.465864 -3.711554 -0.102 -0.296 -0.199 -0.457
Si -5.121419 2.543208 0.246237 -0.300 0.026 -0.232 0.989
H -1.461512 2.860863 0.285781 2.644 0.956 1.177 0.755
H -3.709868 -0.692521 5.380982 0.233 0.086 -0.025 0.480
H -0.685479 -2.923820 0.784507 0.088 0.368 -0.283 0.404
H -2.350193 -0.433440 4.256923 0.031 0.019 0.164 0.309
C 3.322800 -3.074333 -2.456920 0.381 0.829 0.548 -0.393
C 3.886169 -3.962161 -3.361486 0.240 0.032 -0.053 -0.527
H -2.204522 -0.018444 -2.283180 0.087 -1.024 0.511 0.465
C -2.094897 5.161713 1.829945 -0.007 0.068 0.001 -1.133
C 1.222411 1.194596 1.808499 0.356 1.029 0.109 -1.424
H -0.744762 -2.351927 -1.883252 0.593 -0.533 -0.311 0.573
H -1.808498 6.034099 2.430824 -0.050 -0.014 -0.150 0.438
H -7.273967 3.617975 0.101724 -0.188 0.115 0.213 0.448
C 1.724933 1.681163 0.570579 -0.387 0.291 0.670 -0.360
C -4.324766 4.795790 3.815238 0.156 0.317 0.183 -1.225
C -5.120792 -1.045639 2.579048 0.049 -0.003 0.089 -1.103
Si -3.813080 2.145518 2.062560 -0.319 0.147 -0.582 -0.410
H -5.001483 3.813202 -1.815902 0.253 0.050 0.027 0.463
C 2.960213 -1.251792 0.046499 -2.582 -1.500 0.792 -0.979
H -5.516294 -1.697533 3.369804 0.007 0.004 -0.195 0.458
Si -4.509793 0.499070 3.432332 -0.525 -0.201 0.407 1.385
H 3.135821 -2.276515 0.371453 1.785 0.169 0.164 0.518
H 3.527780 0.166018 -1.484724 0.360 0.084 -0.112 0.316
H -7.118854 2.778736 1.668964 -0.022 0.177 -0.029 0.257
H -1.375962 4.550326 4.806634 0.010 -0.172 0.048 0.459
C -2.731328 -0.359697 -0.098925 -1.661 -1.269 -2.782 1.014
H -3.405572 3.100936 -1.453720 -0.013 0.155 -0.041 0.242
O 1.529147 -1.525760 -0.062536 0.205 0.805 -0.369 -0.527
C -0.417942 2.570160 0.708403 2.237 2.315 0.146 -0.015
H -1.198110 4.754579 1.358399 -0.152 0.203 0.055 0.286
H -6.741360 1.547761 3.571297 0.007 0.045 0.173 0.231
H 3.368585 -4.899005 -3.576372 0.161 0.257 0.017 0.364
H -2.927428 0.907311 5.291570 0.066 -0.195 -0.023 0.292
Te -1.788262 0.928433 1.237800 -1.883 0.375 0.772 -1.425
H 5.722914 -0.615679 -2.597873 -0.182 -0.353 -0.149 0.338
H -3.956251 4.567909 -0.580488 0.060 -0.079 -0.207 0.276
H -6.258461 0.348422 0.030521 0.070 -0.076 -0.184 0.307
C -5.716952 1.008233 -0.651495 -0.074 0.210 -0.048 -1.050
H -5.928846 -0.805355 1.883283 0.082 -0.150 0.037 0.274
C 5.105306 -3.674892 -3.991605 -0.107 0.229 0.207 -0.396
H 2.708077 1.522084 0.209484 0.670 -0.238 -0.276 0.921
H -5.064135 5.095080 3.069425 -0.043 0.005 0.187 0.265
C -1.258800 -1.836396 -1.113716 -1.406 0.404 0.867 -0.627
H -6.406493 1.356194 -1.431493 0.030 -0.145 0.070 0.455
H -3.921025 5.691782 4.300558 -0.271 0.034 0.071 0.428
H -4.323379 -1.571726 2.049791 -0.250 -0.026 -0.024 0.391
C 5.206093 -1.553688 -2.829375 -0.714 -0.015 0.213 -0.488
H -0.854781 1.336610 2.795806 3.494 2.401 0.060 0.217
H -6.360702 0.516703 4.977865 -0.232 0.222 0.067 0.445
C -2.064002 -1.213116 0.999617 -1.988 -3.194 -1.584 -0.238
C 3.972189 -1.824371 -2.153048 1.231 -2.052 -2.476 0.606
Si -2.874666 3.946450 3.013595 0.310 0.864 0.479 1.471
C -0.022284 1.809189 2.026150 0.173 2.357 1.198 0.625
C -5.966980 1.276229 4.292875 -0.078 -0.376 0.342 -1.237
H -6.314949 4.360945 1.408024 -0.172 -0.073 0.030 0.267
H -4.784215 4.155618 4.571254 -0.093 0.159 -0.056 0.267
C -1.624414 3.583168 4.350476 -0.010 0.034 0.098 -1.156
H 6.710053 -2.235560 -4.197668 -0.253 -0.096 0.139 0.340
C -1.227983 -2.118203 0.298715 -1.081 0.113 -0.861 -1.114
H -5.658602 2.151896 4.867798 -0.182 -0.032 -0.027 0.256
C -4.268062 3.617434 -1.021715 -0.160 0.069 0.052 -1.149
H 2.365205 -3.297111 -1.974522 0.382 0.130 -0.132 0.376
H 3.157499 -0.513780 0.839539 0.173 -0.212 -0.186 0.208
H -2.050027 2.930968 5.117547 0.156 0.066 0.032 0.320
C 0.717656 2.395489 -0.163939 -0.939 1.747 1.019 -1.948
C -6.604050 3.415196 0.945088 -0.271 0.153 -0.403 -1.145
C 3.489911 -0.891681 -1.253539 -0.264 1.415 1.218 -0.282
H -0.709011 3.144778 3.947680 -0.106 0.104 0.190 0.331
Tl 0.097483 0.054261 -0.390905 3.481 -1.851 -2.247 1.448
H 5.538811 -4.386089 -4.694416 -0.100 0.190 0.177 0.356
H -3.365318 0.633391 -0.052907 -0.034 -3.217 -0.308 -0.929
H -4.892636 0.464768 -1.119965 -0.423 -0.053 -0.031 0.368
C -2.039108 -0.644557 -1.385946 -1.989 -0.952 2.677 -1.418
```
Forces are in eV/Å.


No. 3
DFT (ωB97M-V with the def2-TZVPD basis set) results for 2 unconnected molecules or ions with the total composition C4H13N4.

HOMO-LUMO gap: 10.3 eV
energy relative to the best compared isomer or geometry (same formula, charge and spin): 0.586 eV
charge: +1
lowest unoccupied orbital energy: -0.1015 hartree
molar mass: 117.2 g mol⁻¹
total energy: -379.01424 Eh
E_HOMO: -0.4799 Ha

```
21
Properties=species:S:1:pos:R:3:forces:R:3:mulliken_charge:R:1
N 1.093147 -0.011489 0.629402 -0.108 0.467 0.046 -0.511
H 1.404821 -0.138248 3.818530 -0.133 -0.042 0.116 0.247
H -2.458178 -0.943777 -2.207786 0.064 0.046 -0.148 0.347
N -2.456304 -0.669203 -0.168788 -0.092 0.127 -0.184 -0.304
N 1.180717 0.345720 2.966481 0.291 -0.229 -0.241 -0.401
C 1.615798 1.341000 0.419579 -0.080 0.050 0.354 -1.222
H -2.051731 -0.200800 0.625228 0.110 -0.129 0.105 0.200
H -0.061232 -0.044575 -0.669907 0.090 -0.281 0.136 0.272
H 0.911674 2.127417 0.720616 -0.058 -0.096 -0.006 0.364
N -0.663500 -0.186926 -1.513036 -0.100 0.161 -0.382 0.034
H -0.672265 -0.411685 -3.598457 -0.064 0.039 0.059 0.348
H 0.874548 -0.720263 -2.823882 -0.017 0.039 0.105 0.327
H 1.599134 1.256638 2.880849 0.001 0.057 0.006 0.228
C -0.006444 -0.078386 -2.803711 0.185 -0.350 -0.492 -0.879
H 1.845089 1.493694 -0.631440 0.077 -0.053 -0.034 0.268
C -1.876373 -0.603117 -1.361157 0.029 -0.037 0.556 0.290
H 0.692442 -1.429358 2.026737 -0.082 -0.018 0.070 0.395
H 0.306306 0.939510 -3.024442 -0.106 0.086 0.194 0.306
H 2.528438 1.496486 1.002530 0.113 0.045 -0.178 0.442
C 0.992958 -0.401918 1.846123 -0.056 0.125 -0.033 0.013
H -3.398040 -1.005410 -0.076507 -0.063 -0.008 -0.048 0.236
```
Forces are in eV/Å.